<1>
{
  "formula": "C33H38AsN3O7Pm",
  "method": "ωB97M-V/def2-TZVPD",
  "symbols": ["O", "H", "C", "C", "C", "C", "H", "H", "O", "C", "H", "C", "O", "C", "H", "Pm", "C", "H", "C", "N", "C", "C", "H", "O", "H", "C", "C", "H", "C", "C", "C", "H", "C", "O", "C", "C", "C", "H", "H", "C", "C", "N", "C", "H", "C", "H", "H", "H", "H", "C", "H", "C", "H", "O", "H", "O", "H", "H", "N", "H", "H", "H", "H", "H", "C", "H", "H", "H", "H", "H", "C", "H", "H", "H", "C", "H", "C", "C", "H", "As", "H", "C", "C"],
  "coordinates": [[0.121, 0.760, -2.341], [-2.414, -0.034, 2.048], [6.774, -1.839, 2.395], [3.082, -0.394, 1.214], [-5.319, -3.847, -0.636], [-4.167, -3.224, -0.248], [-1.097, -0.466, -3.332], [3.783, 2.740, -0.550], [-4.886, -5.473, 0.900], [2.117, -1.228, 3.327], [-3.783, 0.872, 1.531], [1.042, 1.871, -2.349], [0.775, -0.207, 1.668], [-0.720, 0.545, -3.521], [1.773, -3.668, 1.544], [-0.252, -0.226, -0.198], [0.846, 2.964, -3.151], [2.671, -3.434, -2.150], [-2.817, 3.284, -0.095], [2.051, 0.704, -0.462], [-2.782, -1.168, -0.437], [4.416, -0.796, 1.679], [-3.027, 2.435, -2.001], [-1.976, -1.588, 0.475], [1.543, 4.973, -3.602], [-6.152, -3.482, -1.727], [-3.080, 0.831, 2.376], [-4.303, -0.648, -2.379], [-2.512, 3.247, -1.565], [1.962, -0.539, 2.016], [-5.814, -2.338, -2.357], [7.752, -2.225, 2.687], [-0.343, 4.083, 1.371], [0.673, -2.357, -1.026], [2.967, 2.889, -1.231], [4.464, -1.546, 2.884], [5.716, -1.957, 3.296], [-2.921, 4.182, -1.945], [3.340, -2.441, 4.516], [-2.313, 2.069, 2.698], [6.711, -1.164, 1.202], [-5.675, -5.043, 0.124], [-3.884, -1.999, -0.890], [0.367, 3.745, 2.188], [-4.685, -1.554, -1.946], [-1.616, 1.860, 3.479], [-0.101, 0.551, -4.518], [-3.789, 2.876, 0.127], [1.267, 5.285, 0.426], [2.807, 3.973, -2.104], [3.088, -4.443, -0.710], [5.490, -0.669, 0.853], [0.948, -5.023, 0.614], [-2.539, -0.001, -0.958], [0.078, -3.508, 1.136], [-6.833, -5.453, -0.043], [5.457, -0.039, -0.002], [3.367, 4.882, -1.977], [3.147, 0.395, 0.070], [7.483, -1.116, 0.484], [-7.015, -4.041, -1.959], [-2.840, 4.323, 0.206], [-0.274, 5.292, -0.295], [-6.431, -2.045, -3.302], [1.380, -3.229, -0.515], [-3.567, 0.355, 3.190], [3.337, -2.741, -0.635], [-2.918, 2.878, 3.059], [-1.432, 3.182, -1.699], [-3.543, -3.563, 0.515], [0.961, -3.903, 0.730], [5.847, -2.425, 4.285], [-1.539, 1.223, -3.435], [0.744, 3.886, -0.404], [0.381, 4.638, 0.205], [1.199, -1.410, 3.870], [2.065, 1.789, -1.363], [1.727, 4.045, -2.994], [-1.016, 4.840, 1.801], [-1.425, 2.490, 1.098], [0.066, 2.854, -3.865], [3.296, -1.804, 3.684], [2.716, -3.513, -1.051]],
  "total_charge": 1,
  "spin_multiplicity": 5,
  "e_lumo_ev": [-3.50, -3.49]
}


<2>
{
  "formula": "C33H38AsN3O7Pm",
  "method": "ωB97M-V/def2-TZVPD",
  "symbols": ["H", "H", "H", "H", "C", "C", "C", "C", "H", "N", "C", "H", "C", "C", "C", "C", "H", "H", "H", "C", "C", "As", "O", "C", "C", "Pm", "H", "H", "H", "H", "H", "H", "O", "C", "N", "C", "H", "H", "H", "H", "H", "C", "O", "N", "C", "C", "C", "C", "O", "C", "H", "H", "C", "C", "C", "C", "O", "H", "O", "C", "O", "H", "H", "H", "H", "C", "C", "H", "H", "C", "H", "H", "H", "H", "H", "C", "H", "H", "C", "H", "C", "C", "H"],
  "coordinates": [[7.872, 16.026, 7.730], [13.321, 9.989, 6.637], [15.374, 11.457, 10.068], [8.967, 15.324, 6.432], [16.126, 18.174, 9.586], [14.300, 10.865, 8.343], [17.030, 15.690, 7.005], [14.632, 15.401, 7.540], [13.709, 15.813, 12.806], [12.422, 16.708, 8.701], [18.370, 17.478, 8.154], [8.583, 19.861, 10.486], [15.262, 10.713, 9.326], [17.274, 18.884, 9.764], [8.795, 16.134, 7.142], [13.409, 15.950, 11.777], [12.767, 18.893, 10.209], [13.568, 17.019, 11.510], [11.026, 12.437, 5.331], [9.712, 10.364, 8.143], [11.437, 17.647, 9.136], [9.283, 12.267, 7.759], [11.507, 14.977, 10.755], [16.007, 17.137, 8.662], [10.976, 16.394, 12.512], [11.757, 14.270, 8.482], [10.441, 9.995, 7.411], [9.930, 12.066, 3.937], [10.871, 15.889, 13.500], [11.069, 10.708, 9.838], [19.218, 17.204, 7.574], [8.807, 9.853, 7.913], [15.236, 6.723, 6.332], [8.926, 12.160, 5.839], [14.629, 7.752, 6.305], [10.103, 17.379, 8.755], [19.348, 19.026, 9.217], [7.561, 10.958, 10.044], [7.716, 12.727, 10.465], [10.525, 9.056, 9.619], [17.264, 19.757, 10.400], [10.151, 11.869, 4.977], [9.907, 16.201, 7.988], [13.617, 17.161, 8.861], [14.707, 16.508, 8.450], [7.396, 12.216, 8.335], [9.085, 18.211, 9.194], [10.724, 19.502, 10.468], [13.712, 8.041, 5.587], [11.725, 18.768, 9.956], [8.630, 17.014, 6.554], [16.826, 9.397, 10.033], [14.127, 9.896, 7.352], [9.390, 19.250, 10.075], [15.841, 14.992, 6.835], [10.205, 10.115, 9.552], [12.369, 12.056, 7.587], [6.152, 11.991, 10.084], [13.568, 14.733, 7.287], [17.165, 16.737, 7.941], [13.454, 12.840, 9.325], [10.870, 20.324, 11.182], [10.420, 10.804, 5.081], [6.936, 13.170, 8.061], [8.108, 18.048, 8.787], [18.426, 18.495, 9.041], [15.855, 8.557, 8.397], [9.973, 16.251, 12.094], [16.479, 7.681, 8.369], [14.917, 8.780, 7.364], [8.477, 13.103, 5.594], [11.211, 17.464, 12.633], [15.735, 14.121, 6.213], [9.434, 10.241, 10.275], [6.876, 11.435, 7.731], [16.005, 9.525, 9.346], [8.155, 11.403, 5.764], [13.964, 15.327, 11.076], [7.198, 11.970, 9.838], [15.284, 18.458, 10.134], [13.318, 11.996, 8.402], [11.943, 15.740, 11.631], [17.852, 15.373, 6.349]],
  "total_charge": 1,
  "spin_multiplicity": 5,
  "e_lumo_ev": [-3.42, -3.42]
}


Least stable = <1>


<1>
{
  "formula": "C2H4ClI",
  "method": "ωB97M-V/def2-TZVPD",
  "symbols": ["H", "I", "H", "C", "H", "Cl", "C", "H"],
  "coordinates": [[0.325, 1.173, -0.370], [2.936, 0.262, 0.013], [1.017, -0.841, 1.596], [-0.012, 0.113, -0.334], [-0.992, -0.002, 0.126], [1.177, -2.343, -0.064], [0.994, -0.627, 0.397], [-0.247, -0.183, -1.373]],
  "e_lumo_ev": 0.26
}


<2>
{
  "formula": "C2H4ClI",
  "method": "ωB97M-V/def2-TZVPD",
  "symbols": ["Cl", "H", "H", "I", "H", "C", "H", "C"],
  "coordinates": [[-0.108, 1.937, 0.081], [-0.571, -0.918, 1.308], [2.425, -0.562, -0.276], [3.794, 0.187, 0.031], [-1.658, -1.351, -0.127], [-0.992, 0.576, -0.278], [-1.822, 0.704, -1.120], [-1.067, -0.574, 0.380]],
  "smiles": "C=CCl.I",
  "e_lumo_ev": 0.66
}


Least stable = <2>